# 1
37
Properties=species:S:1:pos:R:3 method="wB97M-V/def2-TZVPD" fmax_ha_per_bohr=0.0989 lumo_ha="0.0015 / 0.0001" gap_ev="8.8 / 9.8" e_homo_ev="-8.75 / -9.78" spin_multiplicity=2
C -0.0358 -2.1294 1.0177
C 0.5916 -0.7392 1.4023
C 1.1650 -0.9893 2.8551
C -0.5242 0.3525 1.5558
C -0.5789 1.4973 0.4858
C -2.0449 1.8020 -0.0450
P -2.8694 0.4695 -1.0181
O -4.3247 0.8680 -1.1541
O -2.2666 0.2927 -2.5717
O -2.8412 -1.0324 -0.2908
C 0.3942 1.3861 -0.7421
C 1.4131 0.1937 -0.7458
C 0.9367 -0.8603 -1.8088
C 2.7621 0.7779 -1.3292
N 1.7472 -0.3687 0.5677
O 2.6050 0.3323 1.2217
H -0.5139 -2.1253 0.0256
H -0.7654 -2.4637 1.7752
H 0.8012 -2.8570 0.9627
H 1.3378 -0.0461 3.3995
H 0.4026 -1.5798 3.4082
H 2.0940 -1.5830 2.8369
H -1.4908 -0.1841 1.6614
H -0.3685 0.8290 2.5462
H -0.3020 2.4333 1.0142
H -1.9305 2.6677 -0.7323
H -2.7106 2.1524 0.7641
H -2.3645 -0.6358 -2.7979
H -2.7229 -1.7412 -0.9268
H -0.1329 1.3586 -1.7201
H 1.0001 2.3163 -0.7840
H 1.4948 -1.8080 -1.7421
H -0.1562 -0.9857 -1.6857
H 1.0650 -0.3845 -2.8004
H 3.0781 1.6990 -0.8182
H 2.5099 1.0778 -2.3728
H 3.5456 0.0071 -1.4141

---

# 2
12
Properties=species:S:1:pos:R:3 method="wB97M-V/def2-TZVPD" de_lowest_kj_mol=535.7 fmax_ha_per_bohr=0.0455 lumo_ha=0.0409 gap_ev=9.0 e_homo_ev=-7.90 spin_multiplicity=1
N 1.5641 0.0062 -0.5973
C 0.8775 0.6612 -1.3816
C -0.4741 1.0787 -0.7750
N -0.6961 0.3801 0.4858
C 0.3795 -0.2696 1.0573
C -0.7235 -1.0830 0.5117
H -0.4085 2.1581 -0.5934
H -1.3060 0.8959 -1.4601
H 0.6698 -0.1290 2.1050
H 2.1574 -0.5650 -0.0512
H -0.5090 -1.6269 -0.4110
H -1.5311 -1.5067 1.1098

---

# 3
79
Properties=species:S:1:pos:R:3 method="wB97M-V/def2-TZVPD" fmax_ha_per_bohr=0.2332 lumo_ha=0.0162 gap_ev=8.6 e_homo_ev=-8.12 spin_multiplicity=1
C -20.6075 -10.9822 -8.3105
O -21.7376 -11.8948 -8.0027
C -21.4728 -13.1767 -8.3737
C -22.8209 -13.9243 -8.2453
O -23.0346 -14.1782 -6.9006
C -24.1878 -15.0032 -6.5965
H -19.7316 -11.1834 -7.6938
H -20.8964 -9.9845 -7.9798
H -20.4254 -10.8834 -9.3807
H -20.6662 -13.6031 -7.7773
H -21.1909 -13.1737 -9.4266
H -22.8619 -14.8584 -8.8056
H -23.6523 -13.2653 -8.4954
H -24.2774 -15.1808 -5.5248
H -24.0876 -16.0652 -6.8204
H -25.0685 -14.6567 -7.1372
C -22.8609 -11.5784 -10.8027
O -23.2204 -10.6969 -11.9052
C -24.5805 -10.3037 -12.0819
C -25.0895 -9.6236 -10.7090
O -25.5712 -10.6818 -9.7205
C -25.9387 -10.2550 -8.3883
H -21.7738 -11.5001 -10.8120
H -23.3287 -12.5532 -10.9409
H -23.1118 -11.1245 -9.8440
H -25.3663 -11.0391 -12.2546
H -24.8625 -9.6157 -12.8790
H -25.8798 -8.9377 -11.0141
H -24.2735 -9.1594 -10.1552
H -25.0099 -9.9765 -7.8903
H -26.4016 -11.0724 -7.8353
H -26.5617 -9.3618 -8.4339
C -22.0780 -6.1086 -9.4004
O -22.9289 -6.8171 -8.5834
C -22.9273 -8.1818 -8.9806
C -21.6930 -9.1451 -8.6462
O -20.4005 -8.8622 -9.2439
C -20.2427 -9.0281 -10.6502
H -22.2746 -5.0375 -9.3532
H -21.9979 -6.4553 -10.4307
H -21.0412 -6.1659 -9.0688
H -23.2166 -8.3143 -10.0231
H -23.7631 -8.4698 -8.3429
H -21.8857 -10.2116 -8.7629
H -21.4802 -9.0637 -7.5803
H -20.3926 -10.0519 -10.9931
H -19.2656 -8.7240 -11.0257
H -20.9631 -8.4070 -11.1824
C -24.9588 -6.0303 -8.9172
O -24.8688 -6.9050 -7.8054
C -26.0450 -7.0658 -7.0096
C -26.0210 -8.0747 -5.8619
O -26.0933 -9.3780 -6.3493
C -24.7787 -10.0779 -6.2231
H -24.5007 -6.5638 -9.7500
H -24.5282 -5.0589 -8.6741
H -25.9965 -6.0020 -9.2495
H -26.8295 -7.4175 -7.6798
H -26.3830 -6.1040 -6.6238
H -26.9238 -7.8242 -5.3048
H -25.1638 -7.9499 -5.2003
H -24.8088 -11.0952 -6.6134
H -24.4601 -10.3242 -5.2102
H -24.0585 -9.4912 -6.7934
O -23.2002 -10.7072 -7.8325
H -22.7183 -11.4521 -8.1919
H -23.5244 -11.0166 -6.9867
C -22.3864 -9.5576 -5.5638
O -22.0846 -8.2257 -5.2559
H -23.4170 -9.7582 -5.2710
H -22.3228 -9.8328 -6.6166
H -21.5801 -10.1246 -5.0986
H -22.2216 -7.6416 -6.0053
C -23.0753 -12.6172 -5.0061
O -23.2986 -12.1266 -6.3360
H -23.1172 -11.7953 -4.2914
H -23.7047 -13.4846 -4.8073
H -22.0956 -13.0638 -4.8361
H -23.3836 -12.9113 -6.8825

---

# 4
105
Properties=species:S:1:pos:R:3 method="wB97M-V/def2-TZVPD" total_charge=-1 fmax_ha_per_bohr=0.1588 lumo_ha=0.0229 gap_ev=5.4 e_homo_ev=-4.74 spin_multiplicity=1
B -2.4263 -3.4015 -2.8539
C -3.1396 -3.3817 -1.3399
C -3.0057 -1.9175 -0.7265
C -2.6880 -1.8633 0.8189
C -1.4807 -2.7849 1.2548
C -0.1646 -2.1579 0.6525
C 0.6657 -3.1323 -0.2636
C 1.8972 -2.3513 -0.9154
C 1.5720 -1.7384 -2.3334
C 0.8134 -0.3595 -2.3191
C 1.6060 0.8089 -1.5814
C 1.0525 1.0204 -0.1250
C 1.6725 2.2791 0.6281
C 1.9235 1.8162 2.1295
C 3.2068 0.8910 2.2577
H -1.7297 -4.3883 -2.9892
H -1.6916 -2.4611 -3.0460
H -3.2694 -3.4225 -3.7265
H -2.7018 -4.1989 -0.7144
H -4.2294 -3.5984 -1.5037
H -3.9890 -1.3991 -0.8800
H -2.2070 -1.3261 -1.2524
H -2.3517 -0.8044 1.0388
H -3.5800 -2.0274 1.4822
H -1.6282 -3.8639 1.0216
H -1.3914 -2.7103 2.3785
H 0.5419 -1.7667 1.4378
H -0.4528 -1.2792 0.0193
H 0.0599 -3.6772 -1.0262
H 1.1475 -3.8826 0.4307
H 2.6753 -3.1512 -1.0945
H 2.3689 -1.6261 -0.2055
H 2.5506 -1.5729 -2.8550
H 0.9583 -2.4879 -2.8936
H -0.2479 -0.4454 -1.9616
H 0.7253 -0.0344 -3.3955
H 2.7149 0.6856 -1.6329
H 1.3490 1.7479 -2.1524
H -0.0686 1.0760 -0.1228
H 1.3424 0.1245 0.4723
H 0.8479 3.0371 0.6877
H 2.6019 2.6675 0.1521
H 1.0270 1.2592 2.5179
H 2.0870 2.6876 2.8114
H 2.9525 -0.1235 1.8318
H 3.4838 0.6978 3.3243
H 4.0642 1.2708 1.6533
O 5.5382 2.5320 4.2436
P 6.9182 2.8117 4.8469
N 6.3152 3.3356 6.3969
C 6.9429 4.2954 7.2922
C 5.7083 2.2599 7.1875
N 7.2037 4.1995 3.8368
C 7.5348 5.5236 4.3326
C 6.3235 4.3684 2.6767
N 8.5979 2.9047 5.4194
C 9.5938 2.8937 4.3093
C 8.9957 1.7408 6.2514
H 7.8684 3.9312 7.7565
H 6.2636 4.5540 8.1094
H 7.1611 5.2411 6.8076
H 6.4454 1.5314 7.5478
H 4.9744 1.7126 6.5932
H 5.1793 2.6501 8.0593
H 6.6741 6.0138 4.8009
H 7.8734 6.1619 3.5095
H 8.3761 5.5059 5.0273
H 5.3410 4.7496 2.9698
H 6.1897 3.4312 2.1394
H 6.7540 5.0703 1.9554
H 9.4814 2.0043 3.6818
H 10.6110 2.9135 4.7095
H 9.5244 3.7665 3.6659
H 8.7689 0.7934 5.7548
H 8.5110 1.7480 7.2261
H 10.0656 1.7665 6.4673
O -9.5973 -1.6826 -3.4423
P -8.3908 -2.0506 -4.3163
N -7.2094 -1.2293 -3.3457
C -5.9625 -0.6426 -3.8239
C -6.9784 -1.8365 -2.0330
N -8.8924 -1.0222 -5.6329
C -8.0705 0.0201 -6.2202
C -10.2718 -0.5333 -5.6062
N -7.0936 -2.7022 -5.3356
C -7.5833 -3.2456 -6.6348
C -6.3881 -3.8605 -4.7235
H -5.2174 -1.3803 -4.1426
H -5.4946 -0.0489 -3.0340
H -6.1136 0.0568 -4.6402
H -6.4759 -2.8073 -2.1029
H -7.9209 -1.9925 -1.5035
H -6.3662 -1.1961 -1.3956
H -7.9662 0.8846 -5.5552
H -8.5184 0.3727 -7.1566
H -7.0852 -0.3463 -6.5104
H -10.3956 0.2821 -4.8870
H -10.9710 -1.3299 -5.3569
H -10.5768 -0.1615 -6.5905
H -8.3349 -4.0265 -6.4822
H -6.7534 -3.6659 -7.2085
H -8.0182 -2.4854 -7.2790
H -7.0908 -4.6341 -4.3997
H -5.7715 -3.5728 -3.8735
H -5.6910 -4.3079 -5.4331